# 1
DFT (ωB97M-V/def2-TZVPD) results for C21H43CrN2P3S as an isolated structure.

Atoms and positions in Å:
Cr: 0.0712 -0.7640 -0.0334
P: -2.6378 -0.4338 -0.4318
P: 0.6602 -2.7914 -0.8501
P: 0.0838 0.6921 -2.0367
H: 0.7100 1.2698 3.1233
C: -0.0241 1.8668 2.6043
C: -1.3163 2.0804 2.8125
H: -2.0947 1.3537 3.1378
C: -3.9209 -0.7864 0.8313
C: -3.4164 -1.4860 -1.7604
C: -3.4144 1.1481 -1.0053
C: 2.3594 -2.5453 -0.2581
C: 0.1354 -4.3913 -0.2079
C: 0.6797 -2.9912 -2.6351
C: -0.4047 2.4257 -1.6109
C: -0.7582 0.3068 -3.6541
C: 1.9076 0.5838 -2.4290
H: 0.3239 2.3870 1.6984
H: -1.5983 3.0075 2.2307
H: -3.5657 -0.6426 1.8488
H: -4.3107 -1.8098 0.7041
H: -4.7417 -0.0905 0.6645
H: -3.2018 -2.5497 -1.6128
H: -3.0705 -1.2068 -2.7663
H: -4.5103 -1.3350 -1.6732
H: -3.0851 1.9875 -0.3686
H: -4.4964 1.0091 -0.8859
H: -3.2146 1.3485 -2.0677
H: 2.9594 -3.3817 -0.6179
H: 2.3681 -2.5304 0.8400
H: 2.7727 -1.5874 -0.6272
H: 0.8395 -5.1611 -0.5450
H: -0.8674 -4.6415 -0.5828
H: 0.1027 -4.3844 0.8928
H: 1.0695 -3.9864 -2.8730
H: 1.2961 -2.2262 -3.1166
H: -0.3492 -2.9174 -3.0108
H: -0.0390 3.2109 -2.3183
H: -0.0632 2.6660 -0.5925
H: -1.5009 2.4719 -1.5472
H: -0.3899 0.8917 -4.5249
H: -1.8392 0.4906 -3.5713
H: -0.6366 -0.7618 -3.8955
H: 2.3132 1.5022 -2.8951
H: 2.1344 -0.2962 -3.0577
H: 2.4446 0.4364 -1.4656
C: 3.5709 3.5599 0.9028
C: 4.8889 3.5493 0.4307
C: 5.7688 4.6519 0.6099
C: 5.3094 5.7874 1.2726
C: 3.9268 5.9213 1.6415
C: 3.0554 4.8101 1.4344
S: 2.4109 2.2442 0.2962
H: 2.4248 0.7165 0.3617
H: 5.1664 2.7510 -0.2509
H: 6.7897 4.6341 0.2161
H: 5.9914 6.6265 1.5131
H: 3.5492 6.9013 2.0591
H: 1.9674 4.9792 1.5165
C: -2.6586 -3.6756 0.9443
C: -1.6813 -2.8734 1.7560
N: -0.7768 -1.8863 1.6725
C: -0.4115 -1.5878 3.0022
C: -1.0771 -2.4152 3.8567
N: -1.8518 -3.1751 3.0355
H: -2.3485 -4.7420 1.0125
H: -3.6271 -3.6539 1.5012
H: -2.8080 -3.4171 -0.1209
H: 0.1962 -0.7226 3.2522
H: -1.0385 -2.5332 4.9221
H: -2.5000 -3.8887 3.3021

## Properties
Highest occupied orbital energy (alpha / beta), eV: -16.6 / -15.9
Energy relative to the best compared isomer or geometry (same formula, charge and spin), eV: 4.289
Kohn-Sham gap (alpha / beta), eV: 7.2 / 3.2
Spin multiplicity: 4
Charge: +3

Löwdin population analysis, charges in e, atoms 1 to 6:
1. Cr 0.21
2. P 0.83
3. P 0.72
4. P 0.77
5. H 0.04
6. C -0.13


# 2
DFT (ωB97M-V/def2-TZVPD) results for a single C4H11NO molecule.

Atoms and positions in Å:
C: -1.4128 -1.3270 -0.6592
C: -0.0680 -0.7716 -0.0557
N: 1.1194 -1.4277 -0.6558
C: -0.1054 0.7465 -0.2582
C: 0.7536 1.5083 0.7377
O: 0.1196 1.1657 2.0697
H: -2.3000 -1.0518 -0.0936
H: -1.4749 -1.1461 -1.7410
H: -1.4361 -2.4488 -0.4863
H: -0.0933 -1.0423 0.9932
H: 1.9266 -0.7498 -0.4816
H: 0.9797 -1.4587 -1.6616
H: -1.0927 1.1988 -0.3525
H: 0.2768 1.0237 -1.3015
H: 0.8749 2.6398 0.6601
H: 1.8073 1.0871 0.8643
H: 0.1252 2.0538 2.4222

## Properties
Highest occupied orbital energy, eV: -9.5
Energy relative to the best compared isomer or geometry (same formula, charge and spin), eV: 1.562
Structure (SMILES): C[C@@H](N)CCO
Kohn-Sham gap, eV: 10.4

Löwdin population analysis, charges in e, atoms 1 to 6:
1. C -0.07
2. C -0.45
3. N 0.02
4. C -0.21
5. C -0.21
6. O -0.11


# 3
DFT (ωB97M-V/def2-TZVPD) results for C21H42NO3P3W as an isolated structure.

Atoms and positions in Å:
P: -1.4790 2.9965 -0.6910
C: -0.4390 4.0299 0.3145
H: -0.8698 5.0456 0.2496
H: 0.5927 4.0099 -0.0809
H: -0.4518 3.6536 1.3530
C: -0.9869 2.9347 -2.4058
H: -1.6321 2.2690 -2.9942
H: 0.0515 2.5860 -2.4975
H: -1.0696 3.9574 -2.8009
C: -3.2415 3.2471 -0.5643
H: -3.4302 4.3040 -0.8021
H: -3.5649 3.0199 0.4623
H: -3.7805 2.5956 -1.2685
P: -2.5681 -2.3758 1.5317
C: -1.8720 -1.6284 3.0312
H: -2.1639 -2.2587 3.8853
H: -2.2661 -0.6079 3.1353
H: -0.7791 -1.5787 2.9271
C: -4.3733 -2.2738 1.6656
H: -4.8336 -2.7511 0.7898
H: -4.6604 -1.2119 1.6886
H: -4.6646 -2.7837 2.5943
C: -2.1110 -4.1333 1.5588
H: -2.5710 -4.5829 2.4500
H: -1.0144 -4.2113 1.5965
H: -2.4727 -4.6216 0.6431
P: 2.4771 -1.8398 -0.9120
C: 3.6870 -1.7152 0.3819
H: 4.6698 -1.8783 -0.0990
H: 3.4864 -2.4954 1.1405
H: 3.6325 -0.7097 0.8374
C: 2.3158 -3.4304 -1.7017
H: 3.2880 -3.6639 -2.1589
H: 1.5339 -3.4191 -2.4742
H: 2.0622 -4.1929 -0.9501
C: 2.4887 -0.5068 -2.0929
H: 3.4727 -0.5156 -2.5819
H: 2.3285 0.4480 -1.5696
H: 1.7059 -0.6400 -2.8521
W: -1.7639 -1.3214 -1.1252
C: -1.3442 1.0238 -0.1518
O: -0.9910 0.9853 1.0220
C: 0.5909 -1.5891 -0.2251
O: 0.6595 -1.6012 1.0084
C: -1.7510 -2.9936 -2.2406
C: -1.0544 -1.9303 -2.8996
C: -1.6656 -0.6513 -3.0280
C: -2.9415 -0.3835 -2.4397
C: -3.6537 -1.4395 -1.7812
C: -3.0489 -2.7478 -1.6680
H: -1.2917 -3.9710 -2.1408
H: -0.0611 -2.1039 -3.3172
H: -1.1319 0.1488 -3.5520
H: -3.3749 0.6128 -2.5039
H: -4.6179 -1.2476 -1.3363
H: -3.5655 -3.5412 -1.1631
C: 4.2042 3.1499 2.7254
N: 3.1432 2.3361 2.1561
C: 2.4139 1.4761 3.0711
C: 2.9165 2.2408 0.8185
C: 3.7556 3.1245 -0.0646
O: 2.0523 1.4613 0.3742
H: 4.1464 3.0784 3.8156
H: 4.0968 4.2039 2.4323
H: 5.2003 2.8082 2.4021
H: 1.5650 1.0183 2.5597
H: 3.0698 0.6867 3.4700
H: 2.0603 2.0766 3.9188
H: 3.4212 2.9975 -1.0966
H: 3.6485 4.1801 0.2199
H: 4.8158 2.8413 0.0009

## Properties
Highest occupied orbital energy (alpha / beta), eV: -19.0 / -19.0
Energy relative to the best compared isomer or geometry (same formula, charge and spin), eV: 3.084
Kohn-Sham gap (alpha / beta), eV: 5.2 / 4.1
Spin multiplicity: 3
Charge: +4

Löwdin population analysis, charges in e, atoms 1 to 6:
1. P 0.94
2. C -0.13
3. H 0.11
4. H 0.08
5. H 0.09
6. C -0.16


# 4
DFT (ωB97M-V/def2-TZVPD) results for C18H31I2N9O3SeTi as an isolated structure.

Atoms and positions in Å:
Ti: 0.0532 -0.5674 -0.1071
C: 4.2527 0.5405 3.4410
N: 3.6242 0.2902 2.1390
C: 4.5187 0.1910 0.9850
C: 2.3162 0.1808 2.0086
O: 1.7904 -0.0222 0.8837
C: 1.4481 0.3274 3.2525
O: 0.1070 0.4206 2.8907
C: -0.4911 1.6832 2.8542
C: -0.7407 2.0916 1.4094
O: -0.3821 1.3224 0.4792
N: -1.3267 3.2446 1.1804
C: -1.6699 3.7065 -0.1670
C: -1.7423 4.1126 2.2883
H: 5.3264 0.4319 3.3226
H: 4.0490 1.5534 3.7879
H: 3.9182 -0.1806 4.1847
H: 5.2824 -0.5583 1.1869
H: 3.9508 -0.0860 0.1028
H: 5.0037 1.1520 0.8149
H: 1.5710 -0.5663 3.8722
H: 1.7861 1.1845 3.8421
H: -1.4408 1.6335 3.3924
H: 0.1237 2.4528 3.3340
H: -1.3978 2.9528 -0.8960
H: -2.7476 3.8528 -0.2195
H: -1.1577 4.6489 -0.3597
H: -2.4706 3.6085 2.9225
H: -0.8859 4.4325 2.8808
H: -2.2118 4.9942 1.8642
C: -2.5740 -2.5431 -3.5731
N: -1.6330 -3.4229 -2.8719
C: -1.6211 -4.8443 -3.2148
C: -0.8139 -2.9036 -1.9552
N: -0.6863 -1.6284 -1.7266
N: -0.0746 -3.8106 -1.2168
C: 0.9836 -3.5049 -0.4103
N: 1.6859 -4.5521 0.0447
N: 1.2769 -2.2688 -0.1265
H: -3.3466 -3.1594 -4.0214
H: -2.0704 -1.9811 -4.3630
H: -3.0479 -1.8611 -2.8678
H: -2.1388 -4.9717 -4.1597
H: -2.1404 -5.4449 -2.4635
H: -0.6024 -5.2083 -3.3534
H: -1.1884 -1.0483 -2.3862
H: -0.3743 -4.7719 -1.2439
H: 1.4393 -5.5000 -0.1842
H: 2.3589 -4.4224 0.7799
H: 2.1555 -2.1708 0.3637
I: -1.3137 -2.1392 1.5961
I: -2.8889 0.2423 -0.6678
Se: 1.3975 2.2941 -1.5479
N: 1.1413 0.5119 -1.7706
C: 1.8141 0.1445 -2.8544
C: 1.9463 -1.1778 -3.3865
C: 2.6779 -1.3548 -4.5140
C: 3.3310 -0.2777 -5.2020
C: 3.2588 0.9841 -4.7292
C: 2.5059 1.2252 -3.5342
N: 2.3973 2.4120 -2.9820
H: 1.4813 -2.0096 -2.8855
H: 2.7867 -2.3517 -4.9221
H: 3.8873 -0.5024 -6.1010
H: 3.7422 1.8248 -5.2059

## Properties
Highest occupied orbital energy (alpha / beta), eV: -12.6 / -12.6
Energy relative to the best compared isomer or geometry (same formula, charge and spin), eV: 0.000
Kohn-Sham gap (alpha / beta), eV: 6.0 / 6.0
Charge: +2

Löwdin population analysis, charges in e, atoms 1 to 6:
1. Ti 0.58
2. C 0.00
3. N -0.10
4. C 0.01
5. C -0.34
6. O -0.16


How do the records compare in E? In the order shown, they have -3401.0173; -288.9596; -2195.2904; -5268.9881 Ha.
How do the records compare in max |F|? In the order shown, they have 3.391; 2.943; 12.893; 1.659 eV/Å.